# C13H26Cl2EuNOP2S

A structure of composition C13H26Cl2EuNOP2S in a non-equilibrium geometry (wB97M-V/def2-TZVPD, OMol25).

```
47
Properties=species:S:1:pos:R:3
C 1.469 -0.754 -4.396
C 1.542 -0.196 -3.080
H 2.427 -1.219 -4.727
H 1.133 0.028 -5.120
H 0.654 -1.485 -4.362
O 2.190 0.207 -2.179
Cl -0.710 -0.462 -2.260
Eu -1.400 -0.302 0.758
P -0.455 2.260 -1.041
C 0.592 3.556 -0.291
C -0.258 2.757 -2.793
H -0.455 3.838 -2.893
H -2.205 3.952 -1.083
H -0.962 2.192 -3.418
H -2.848 2.289 -1.320
H 1.640 3.297 -0.488
H 0.765 2.551 -3.147
C -2.150 2.911 -0.741
H 0.349 4.526 -0.754
H -2.419 2.848 0.325
H 0.450 3.602 0.797
P 0.031 -2.920 -0.392
C 1.163 -3.783 0.771
C -1.573 -3.728 0.058
H -0.303 -3.671 -2.695
H 0.389 -4.972 -1.664
H 1.430 -3.641 -2.267
C 0.421 -3.889 -1.895
H -2.334 -3.305 -0.617
H -1.515 -4.818 -0.083
H 1.076 -4.874 0.657
H 0.944 -3.481 1.803
H -1.875 -3.509 1.100
H 2.182 -3.457 0.531
Cl -3.702 -0.165 1.812
S 1.557 0.325 1.095
C 0.930 0.681 2.633
N 1.266 1.906 3.174
C 0.662 2.413 4.281
C -0.295 1.684 4.935
C -0.611 0.392 4.474
C 0.038 -0.133 3.358
H 1.978 2.451 2.688
H 1.016 3.392 4.581
H -0.766 2.086 5.841
H -1.369 -0.199 5.003
H -0.091 -1.183 3.031
```

Max |F|   5.68 eV/A
Net charge   +2
Frontier orbital gap (alpha / beta)   6.79 / 2.68 eV
2S+1   7